(1)
The following is a DFT calculation (wB97M-V/def2-TZVPD) of a structure of composition C23H85NO24PS3.

```
137
Properties=species:S:1:pos:R:3:lowdin_charge:R:1
C 7.233 -1.981 -2.387 -0.05
C 7.075 -0.959 -1.255 -0.24
O 7.456 0.354 -1.644 -0.17
C 6.445 1.077 -2.307 -0.19
C 5.432 1.627 -1.320 -0.17
O 4.275 2.130 -1.973 -0.13
C 3.400 1.159 -2.417 -0.28
S 2.289 0.630 -1.082 0.50
O 3.040 -0.202 -0.165 -0.39
O 1.755 1.829 -0.496 -0.31
N 1.084 -0.174 -1.752 -0.33
S 1.463 -1.463 -2.593 0.30
O 0.265 -2.233 -2.763 -0.36
O 2.178 -1.173 -3.810 -0.36
P 2.827 -2.744 -1.463 0.27
S 2.920 -4.578 -2.065 0.13
H 7.329 -1.465 -3.340 0.07
H 6.386 -2.664 -2.436 0.06
H 8.118 -2.595 -2.221 0.07
H 7.735 -1.201 -0.427 0.09
H 6.056 -0.986 -0.861 0.10
H 6.935 1.922 -2.794 0.13
H 5.970 0.492 -3.101 0.12
H 5.143 0.863 -0.595 0.10
H 5.862 2.457 -0.768 0.14
H 3.877 0.265 -2.824 0.09
H 2.753 1.565 -3.191 0.12
H 4.034 -2.046 -1.530 -0.05
H 2.422 -2.667 -0.131 -0.03
C -0.615 0.775 2.117 -0.16
O 0.764 0.469 2.257 -0.13
H -1.157 0.218 2.878 0.06
H -0.804 1.843 2.267 0.08
H -0.989 0.484 1.131 0.07
H 1.234 0.962 1.573 0.03
C -1.131 0.578 -5.209 -0.16
O -1.702 0.341 -3.928 -0.13
H -1.947 0.747 -5.909 0.07
H -0.494 1.465 -5.189 0.06
H -0.542 -0.279 -5.546 0.08
H -0.968 0.202 -3.318 0.04
C -3.678 -0.518 4.972 -0.16
O -3.155 0.795 4.781 -0.13
H -4.490 -0.646 4.260 0.07
H -2.918 -1.280 4.781 0.08
H -4.071 -0.638 5.983 0.06
H -2.430 0.919 5.400 0.07
C 5.845 -7.122 -0.993 -0.18
O 6.516 -5.912 -1.312 -0.14
H 5.146 -7.327 -1.800 0.07
H 6.545 -7.961 -0.914 0.07
H 5.282 -7.036 -0.059 0.08
H 7.130 -5.714 -0.600 0.07
C -2.502 3.964 -5.838 -0.14
O -1.073 3.957 -5.793 -0.14
H -2.795 4.111 -6.873 0.06
H -2.913 3.019 -5.477 0.07
H -2.894 4.787 -5.234 0.08
H -0.814 3.827 -4.877 0.08
C 10.198 1.754 -0.532 -0.15
O 9.772 1.948 0.820 -0.13
H 9.310 1.646 -1.148 0.06
H 10.782 2.610 -0.883 0.07
H 10.795 0.843 -0.624 0.08
H 10.558 2.047 1.364 0.07
C -6.281 0.168 8.355 -0.12
O -6.349 0.014 6.938 -0.15
H -6.386 -0.821 8.795 0.07
H -5.321 0.594 8.653 0.08
H -7.093 0.806 8.713 0.08
H -6.256 0.887 6.541 0.09
C 8.698 -2.455 2.205 -0.14
O 9.251 -1.637 1.178 -0.14
H 8.280 -3.336 1.726 0.08
H 9.463 -2.769 2.922 0.07
H 7.895 -1.939 2.735 0.08
H 9.601 -0.838 1.584 0.07
C -8.702 -2.908 9.711 -0.15
O -7.537 -3.433 9.074 -0.13
H -8.429 -2.616 10.722 0.06
H -9.073 -2.032 9.172 0.08
H -9.488 -3.667 9.757 0.08
H -7.785 -3.683 8.180 0.07
C -6.171 -1.832 13.018 -0.16
O -7.559 -1.515 13.035 -0.13
H -6.070 -2.798 12.532 0.08
H -5.597 -1.094 12.452 0.07
H -5.764 -1.903 14.030 0.07
H -7.666 -0.659 13.460 0.07
C 4.432 -2.114 3.343 -0.15
O 4.750 -2.736 2.099 -0.13
H 5.168 -2.443 4.071 0.06
H 4.472 -1.024 3.255 0.08
H 3.444 -2.411 3.692 0.07
H 4.090 -2.447 1.463 0.03
C -8.055 -0.974 3.711 -0.15
O -8.361 -0.693 5.070 -0.14
H -9.000 -1.065 3.180 0.06
H -7.476 -0.169 3.251 0.08
H -7.510 -1.916 3.602 0.08
H -7.536 -0.608 5.571 0.03
C -0.780 5.430 -9.681 -0.16
O -1.361 4.623 -8.667 -0.13
H -1.427 5.379 -10.552 0.06
H -0.703 6.474 -9.361 0.08
H 0.210 5.064 -9.965 0.07
H -0.802 4.656 -7.880 0.05
C 1.049 6.476 -13.281 -0.15
O 0.689 6.954 -11.990 -0.14
H 0.131 6.393 -13.857 0.08
H 1.723 7.168 -13.793 0.07
H 1.521 5.491 -13.226 0.08
H 1.491 7.034 -11.466 0.08
C -3.747 6.526 -12.495 -0.16
O -3.076 7.741 -12.820 -0.13
H -4.497 6.357 -13.263 0.07
H -3.047 5.686 -12.494 0.07
H -4.240 6.592 -11.522 0.08
H -2.400 7.894 -12.153 0.07
C 2.393 -4.399 6.134 -0.16
O 3.666 -3.777 6.001 -0.13
H 1.796 -4.088 5.281 0.08
H 2.476 -5.489 6.124 0.07
H 1.886 -4.085 7.051 0.07
H 4.209 -4.043 6.748 0.07
C -12.557 -0.474 3.756 -0.17
O -11.378 0.264 3.472 -0.13
H -13.347 -0.072 3.126 0.07
H -12.433 -1.536 3.527 0.07
H -12.856 -0.368 4.803 0.07
H -10.674 -0.082 4.031 0.04
C -2.777 -1.950 -1.125 -0.17
O -2.382 -3.114 -1.830 -0.13
H -3.536 -2.247 -0.401 0.07
H -1.934 -1.503 -0.588 0.07
H -3.205 -1.197 -1.795 0.07
H -1.709 -2.829 -2.461 0.03
```

Calculated values
- total charge = -1
- total energy (eV) = -117646.7689

=====

(2)
The following is a DFT calculation (wB97M-V/def2-TZVPD) of a structure of composition C23H9AgF9N5O6S.

```
54
Properties=species:S:1:pos:R:3:lowdin_charge:R:1
Ag -0.199 0.326 0.414 0.77
O 5.122 -0.260 3.740 0.03
C 4.067 -0.100 2.870 -0.30
C 3.663 -1.129 2.034 0.03
C 2.579 -0.909 1.200 -0.19
N 1.949 0.263 1.182 0.09
C 2.356 1.268 1.960 -0.17
C 3.423 1.124 2.832 0.04
C 1.600 2.616 1.834 -0.67
O 2.158 3.584 2.392 -0.06
O 0.541 2.582 1.165 -0.10
C 2.084 -2.000 0.228 -0.68
O 2.942 -2.862 -0.076 -0.08
O 0.894 -1.893 -0.142 -0.09
H 5.420 -1.172 3.659 0.09
H 4.171 -2.087 2.005 0.11
H 3.727 1.955 3.452 0.12
S -3.148 3.425 -6.257 0.93
N -1.707 2.713 -6.044 -0.23
C -1.692 2.264 -4.807 -0.30
C -0.582 1.577 -4.167 -0.10
C 0.618 1.286 -4.819 -0.02
C 1.612 0.635 -4.126 -0.04
C 1.387 0.316 -2.783 -0.09
N 0.260 0.599 -2.163 0.12
C -0.726 1.192 -2.831 -0.13
C -2.008 1.404 -2.105 -0.13
N -2.103 0.914 -0.865 0.10
C -3.234 1.058 -0.193 -0.07
C -4.345 1.720 -0.727 -0.03
C -4.267 2.221 -2.003 -0.02
C -3.078 2.056 -2.720 -0.10
C -2.912 2.510 -4.092 -0.30
N -3.819 3.138 -4.810 -0.23
H 0.739 1.576 -5.856 0.11
H 2.552 0.378 -4.597 0.10
H 2.143 -0.185 -2.184 0.12
H -3.228 0.626 0.808 0.09
H -5.242 1.828 -0.132 0.10
H -5.095 2.737 -2.473 0.11
F -1.341 1.671 4.161 0.17
C -2.505 1.063 3.928 -0.53
F -3.225 1.139 5.077 0.12
F -3.167 1.806 3.026 0.14
C -2.293 -0.406 3.374 -0.41
O -1.970 -0.412 2.109 -0.15
C -1.186 -1.083 4.268 -0.54
F -1.224 -2.423 4.150 0.14
F 0.027 -0.688 3.902 0.17
F -1.314 -0.816 5.594 0.12
C -3.644 -1.190 3.605 -0.53
F -3.938 -1.491 4.891 0.12
F -3.653 -2.344 2.933 0.15
F -4.688 -0.466 3.135 0.12
```

Calculated values
- total charge = -2
- total energy (eV) = -83029.7068